(1)
Molecular formula: H30O15
Method: DFT, ωB97M-V/def2-TZVPD

Values from the calculation:
Lowest unoccupied orbital energy in eV: -0.5
Net charge: 0
E_tot in eV: -31200.230
Frontier orbital gap in Ha: 0.3359
HOMO energy in eV: -9.610

CARTESIAN COORDINATES (ANGSTROEM)
O: 0.257 -1.073 -2.622
H: 0.751 -0.305 -2.294
H: 0.407 -1.839 -2.032
O: 2.389 2.632 0.016
H: 1.920 2.174 0.720
H: 3.218 2.749 0.468
O: -1.405 -2.704 0.493
H: -2.162 -2.815 -0.069
H: -1.150 -1.766 0.392
O: -0.624 3.763 -0.396
H: -1.241 4.332 0.077
H: -0.958 2.882 -0.165
O: -0.994 1.297 -1.684
H: -1.721 1.292 -2.300
H: -0.434 1.908 -2.166
O: 2.555 -0.952 1.198
H: 2.481 -0.934 2.159
H: 3.481 -0.782 1.119
O: -2.213 -1.526 -2.231
H: -1.311 -1.162 -2.305
H: -2.772 -0.844 -1.840
O: 3.592 -3.282 0.370
H: 3.015 -2.517 0.569
H: 4.492 -2.966 0.658
O: 1.976 0.667 -1.598
H: 2.827 0.208 -1.587
H: 2.158 1.399 -0.979
O: -0.132 -0.385 0.230
H: -0.374 0.234 -0.442
H: 0.819 -0.531 0.109
O: 0.946 -3.260 -1.092
H: 0.299 -3.383 -0.421
H: 1.676 -3.764 -0.736
O: -3.833 0.030 -0.515
H: -3.781 0.839 -0.963
H: -3.246 0.151 0.190
O: -1.602 2.445 2.156
H: -1.436 2.449 3.104
H: -1.704 1.518 1.878
O: 0.907 1.568 1.942
H: 0.761 0.681 1.542
H: 0.052 2.000 2.038
O: -2.661 0.009 1.996
H: -1.848 -0.193 2.486
H: -3.378 -0.241 2.526

Atoms 1-3, force components in eV/Å:
O 0.1 -0.3 -0.4
H 0.1 -0.5 0.1
H 0.5 0.4 -0.3

(2)
Molecular formula: H30O15
Method: DFT, ωB97M-V/def2-TZVPD

Values from the calculation:
Lowest unoccupied orbital energy in eV: 0.0
Net charge: 0
E_tot in eV: -31199.773
Frontier orbital gap in Ha: 0.3511
HOMO energy in eV: -9.598

CARTESIAN COORDINATES (ANGSTROEM)
O: -2.548 19.437 7.091
H: -3.261 19.842 7.640
H: -3.022 19.254 6.267
O: -4.608 19.498 5.119
H: -5.474 19.170 4.959
H: -4.517 19.951 4.351
O: -5.717 21.550 9.529
H: -5.942 22.431 9.810
H: -5.226 21.678 8.707
O: -2.295 21.639 5.164
H: -2.673 20.839 5.553
H: -2.194 21.385 4.264
O: -1.292 19.282 3.830
H: -0.440 19.210 3.352
H: -1.407 18.538 4.439
O: -2.892 16.726 7.623
H: -3.732 16.558 7.270
H: -2.774 17.659 7.460
O: -1.727 22.410 7.696
H: -2.073 23.272 7.828
H: -1.516 22.345 6.780
O: -4.464 21.920 7.184
H: -3.687 22.428 7.178
H: -4.903 22.158 6.369
O: -5.299 16.784 6.527
H: -5.359 17.658 6.913
H: -6.185 16.390 6.473
O: -5.133 18.752 8.486
H: -5.845 18.111 8.585
H: -5.439 19.388 9.107
O: -2.531 20.204 9.688
H: -2.796 21.139 9.604
H: -2.714 19.906 10.591
O: -7.164 20.137 7.273
H: -7.558 20.081 8.192
H: -6.243 19.940 7.382
O: 0.010 18.594 6.239
H: 0.154 19.367 5.698
H: -0.338 18.930 7.041
O: -2.126 16.799 4.926
H: -2.243 16.168 4.221
H: -2.115 16.320 5.700
O: -0.110 19.289 8.992
H: -1.054 19.515 9.111
H: 0.257 19.424 9.884

Atoms 1-3, force components in eV/Å:
O -1.1 0.6 0.1
H 0.9 -0.5 -0.3
H 0.0 -0.4 0.0

(3)
Molecular formula: H30O15
Method: DFT, ωB97M-V/def2-TZVPD

Values from the calculation:
Lowest unoccupied orbital energy in eV: -0.2
Net charge: 0
E_tot in eV: -31192.021
Frontier orbital gap in Ha: 0.2306
HOMO energy in eV: -6.446

CARTESIAN COORDINATES (ANGSTROEM)
H: -0.855 -0.113 1.051
H: -0.214 -0.469 -0.239
H: 0.133 1.534 1.026
H: 0.680 0.250 1.594
H: 1.789 4.171 0.318
H: 0.179 4.192 0.196
H: 3.849 -0.062 -4.453
H: 3.025 -0.232 -3.326
H: 0.714 0.041 -2.433
H: 2.042 0.165 -1.531
H: -1.679 3.054 3.024
H: -2.115 2.579 4.376
H: -3.522 -2.684 2.387
H: -2.983 -1.276 2.169
H: 4.141 -2.509 -1.266
H: 3.568 -1.972 0.019
H: -1.562 -0.519 5.643
H: -0.848 -0.460 4.190
H: 1.738 -1.420 -4.741
H: 0.808 -2.133 -3.749
H: -0.066 -1.915 -2.213
H: -0.246 -2.932 -1.080
H: -5.018 -2.035 0.008
H: -3.753 -2.456 -0.680
H: 3.701 1.285 1.287
H: 2.885 0.190 1.733
H: 0.042 2.319 -2.203
H: -0.926 1.112 -2.614
H: -2.009 0.573 3.136
H: -1.999 1.309 1.796
O: -0.632 0.248 0.255
O: 0.900 0.855 0.887
O: 1.009 3.647 0.456
O: 2.999 -0.433 -4.207
O: 1.674 0.400 -2.391
O: -2.451 2.842 3.455
O: -2.770 -2.137 2.589
O: 3.870 -1.659 -0.928
O: -1.623 -0.760 4.677
O: 0.819 -1.812 -4.677
O: -0.026 -1.991 -1.184
O: -4.459 -1.767 -0.724
O: 3.348 0.435 0.993
O: -0.539 1.654 -1.854
O: -2.306 0.528 2.225

Atoms 1-3, force components in eV/Å:
H -1.8 -1.9 2.7
H -0.5 0.4 -0.1
H 3.3 -1.6 -0.8

(4)
Molecular formula: H30O19S
Method: DFT, ωB97M-V/def2-TZVPD

Values from the calculation:
Lowest unoccupied orbital energy in eV: 4.9
Net charge: -2
E_tot in eV: -50221.894
Frontier orbital gap in Ha: 0.3303
HOMO energy in eV: -4.051

CARTESIAN COORDINATES (ANGSTROEM)
S: -0.078 -0.169 -0.057
O: 0.277 -0.955 -1.170
O: 0.707 1.064 0.045
O: -1.416 0.228 -0.262
O: -0.009 -0.940 1.184
O: -2.539 1.548 2.059
H: -2.027 0.871 2.551
H: -2.426 1.179 1.081
O: 1.512 -2.390 2.622
H: 0.739 -1.897 2.298
H: 1.565 -1.936 3.432
O: 2.145 -2.297 -1.086
H: 1.381 -1.839 -1.226
H: 2.777 -1.723 -0.749
O: 1.624 -2.008 -3.891
H: 1.776 -2.288 -3.093
H: 0.951 -1.250 -3.844
O: 0.529 2.079 -2.338
H: 0.409 1.673 -1.407
H: 0.123 1.329 -2.877
O: -0.967 -2.884 -2.135
H: -0.570 -2.092 -1.722
H: -0.391 -3.695 -2.023
O: -0.640 2.829 1.795
H: -0.572 2.233 1.074
H: -1.601 2.572 1.957
O: 2.537 1.594 0.353
H: 3.227 1.045 -0.069
H: 1.638 1.177 0.473
O: -2.816 2.298 -0.904
H: -2.166 2.859 -1.282
H: -2.050 1.801 -0.821
O: -1.156 -0.109 3.553
H: -0.950 -0.355 2.705
H: -1.551 -0.917 3.891
O: 3.078 1.121 3.234
H: 2.390 1.198 2.460
H: 2.613 1.288 4.086
O: 2.157 4.243 0.074
H: 2.036 3.366 -0.076
H: 2.019 4.380 1.125
O: -1.153 -3.261 0.840
H: -0.734 -2.399 0.782
H: -1.741 -3.584 -0.107
O: -0.301 -0.330 -3.531
H: -0.306 -0.460 -2.484
H: -1.201 -0.029 -3.596
O: -3.298 -1.504 -0.832
H: -2.836 -2.019 -1.411
H: -2.714 -0.641 -0.680

Atoms 1-3, force components in eV/Å:
S -0.5 0.9 5.2
O 0.7 -0.6 -3.0
O -9.6 -2.4 -2.4

(5)
Molecular formula: H31O16
Method: DFT, ωB97M-V/def2-TZVPD

Values from the calculation:
Lowest unoccupied orbital energy in eV: 2.4
Net charge: -1
E_tot in eV: -33264.232
Frontier orbital gap in Ha: 0.3424
HOMO energy in eV: -6.904

CARTESIAN COORDINATES (ANGSTROEM)
O: -4.833 1.610 0.617
H: 2.102 -5.270 2.593
H: -3.175 -1.821 0.021
O: 3.941 -2.393 2.733
H: -4.985 2.300 -0.028
H: -5.446 1.570 1.379
O: 1.768 1.812 -3.420
H: 3.843 -3.291 2.352
H: -3.876 -0.625 0.624
O: -3.997 -1.354 0.005
H: 1.184 -0.945 -1.138
H: 4.772 -2.258 2.235
O: 2.876 -4.990 2.085
H: 2.024 -3.503 -2.367
H: 5.345 2.574 -1.584
O: -1.240 3.022 1.030
H: -1.178 2.166 0.484
H: -0.296 -1.892 2.733
O: -1.568 -1.474 -2.899
H: -1.209 -0.837 -2.272
H: -2.445 -1.728 -2.520
O: -3.702 2.198 2.686
H: -4.343 2.750 2.273
H: 1.001 2.460 -3.489
O: -1.320 1.132 -0.728
H: -0.688 0.274 -0.360
O: 2.084 -4.353 -2.833
H: 2.965 -5.439 1.278
H: 2.832 -4.219 -3.385
O: 1.756 0.462 3.921
H: 1.378 1.148 -2.875
H: 0.968 0.966 3.634
O: 4.412 2.646 -1.370
H: 0.917 -1.498 -2.465
H: 1.055 -0.033 0.487
O: -2.546 5.220 -2.350
H: 1.698 -0.242 3.186
H: -0.465 3.002 1.597
O: 0.283 -0.472 0.096
H: 3.814 2.584 -2.145
H: -1.871 5.241 -1.709
O: 1.654 -1.584 -1.894
H: -1.746 0.963 -1.554
H: -2.832 2.508 2.468
O: 0.532 -1.453 2.562
H: -2.861 4.368 -2.654
H: 0.559 -1.459 1.574

Atoms 1-3, force components in eV/Å:
O -0.4 -1.1 -0.1
H 0.3 0.0 -0.6
H 0.9 -0.4 0.1

(6)
Molecular formula: H31O16
Method: DFT, ωB97M-V/def2-TZVPD

Values from the calculation:
Lowest unoccupied orbital energy in eV: 2.7
Net charge: -1
E_tot in eV: -33266.328
Frontier orbital gap in Ha: 0.3532
HOMO energy in eV: -6.957

CARTESIAN COORDINATES (ANGSTROEM)
O: -1.671 -0.872 -0.030
H: -2.219 -0.385 -0.641
H: -1.189 -0.124 0.427
O: 0.603 -2.001 1.708
H: 1.164 -1.506 2.309
H: -1.009 -2.176 4.835
O: -3.000 0.272 3.399
H: -3.111 -0.468 2.808
H: -2.645 0.109 4.260
O: -1.875 -2.758 2.564
H: -0.969 -2.420 2.346
H: -2.143 -3.135 1.721
O: 1.958 1.167 0.830
H: 2.352 2.035 1.022
H: 2.068 -0.020 -0.339
O: 1.102 3.164 -4.301
H: 1.822 3.656 -4.685
H: 1.431 2.260 -4.177
O: 2.333 -0.071 -4.583
H: 1.861 -0.093 -3.745
H: 2.104 -0.894 -5.040
O: -0.557 1.615 3.690
H: -0.682 0.802 3.196
H: -1.341 2.122 3.840
O: -0.837 -1.313 5.249
H: -0.051 -1.005 4.811
O: 1.035 -2.509 -4.797
H: 1.176 -2.449 -3.822
H: 0.173 -2.920 -4.826
O: -0.472 1.359 0.710
H: -0.372 1.817 1.540
H: 0.703 1.142 0.564
O: 2.195 -0.131 -1.327
H: 1.048 -1.121 -1.616
H: 3.141 -0.166 -1.433
O: -3.482 1.974 -2.426
H: -2.788 2.000 -1.763
H: -3.077 1.560 -3.196
O: 2.237 0.064 3.229
H: 2.232 0.141 2.230
H: 1.593 0.713 3.561
O: -0.913 1.751 -1.750
H: -0.505 2.327 -2.399
H: -0.253 1.646 -0.993
O: 0.499 -2.004 -1.863
H: 0.700 -1.589 0.780
H: -0.367 -1.568 -1.881

Atoms 1-3, force components in eV/Å:
O 0.4 0.0 0.4
H -0.4 0.2 -0.4
H -0.4 -0.3 -0.2

(7)
Molecular formula: H32O16
Method: DFT, ωB97M-V/def2-TZVPD

Values from the calculation:
Lowest unoccupied orbital energy in eV: -0.2
Net charge: 0
E_tot in eV: -33279.799
Frontier orbital gap in Ha: 0.3704
HOMO energy in eV: -10.281

CARTESIAN COORDINATES (ANGSTROEM)
O: -2.266 0.836 2.834
H: -1.997 0.177 2.167
H: -2.236 0.342 3.667
O: 0.897 -0.440 2.771
H: 1.222 -1.097 2.061
H: 0.237 -0.849 3.355
O: 0.161 -1.459 -2.690
H: 0.679 -1.099 -3.398
H: 0.184 -0.908 -1.892
O: -2.195 -2.402 -1.071
H: -2.364 -1.652 -1.650
H: -2.823 -3.061 -1.367
O: 2.513 -2.124 -1.173
H: 2.395 -1.348 -1.798
H: 3.427 -1.983 -1.027
O: -1.211 -1.504 1.246
H: -0.610 -2.222 1.424
H: -1.840 -1.787 0.610
O: -3.800 -0.215 0.508
H: -3.699 -1.098 0.680
H: -3.121 0.133 -0.072
O: 0.101 0.095 -0.340
H: -0.501 -0.492 0.143
H: 0.903 0.171 0.165
O: -2.397 0.050 -2.315
H: -3.317 0.287 -2.336
H: -2.155 0.917 -2.094
O: 2.981 0.345 0.800
H: 3.263 -0.483 1.128
H: 3.338 1.012 1.341
O: 0.313 2.209 -2.188
H: -0.383 2.803 -1.980
H: 0.368 1.583 -1.457
O: -1.890 1.995 -0.156
H: -1.301 1.721 0.487
H: -2.735 2.256 0.216
O: 0.670 -3.482 0.281
H: -0.224 -3.390 0.032
H: 1.221 -2.881 -0.240
O: 2.203 3.179 0.265
H: 3.046 2.748 0.258
H: 1.741 2.584 0.845
O: 4.031 1.699 -1.305
H: 3.733 2.351 -1.936
H: 3.277 1.093 -1.220
O: 0.183 2.074 1.903
H: -0.609 2.076 2.393
H: 0.576 1.248 2.103

Atoms 1-3, force components in eV/Å:
O 0.4 -0.3 0.2
H -0.3 0.1 0.3
H -0.1 0.3 -0.2